Entry 1:
ORCA calculation (ωB97M-V/def2-TZVPD) on a molecular structure, C39H48GeN4SeSn at a distorted geometry.

Kohn-Sham gap = 5.899 eV
LUMO energy = -1.159 eV
spin multiplicity = 1
total energy = -6426.6040 Eh
HOMO energy = -7.06 eV

Last column: Mulliken charge in e.
Geometry (Å):
Sn (-0.429, -0.392, -0.008)  0.61
N (4.033, 6.950, -6.175)  -0.53
C (3.579, 6.142, -5.501)  -0.10
C (3.008, 5.154, -4.667)  0.58
C (2.814, 5.420, -3.312)  -0.83
C (2.241, 4.465, -2.500)  0.03
C (1.857, 3.236, -3.028)  -0.58
C (2.050, 2.973, -4.381)  0.28
C (2.620, 3.925, -5.202)  -0.83
C (1.213, 2.222, -2.159)  0.46
C (-0.150, 2.396, -1.946)  -0.05
C (-0.957, 3.399, -2.548)  -0.53
C (-2.243, 3.181, -2.122)  -1.23
C (-2.188, 2.065, -1.275)  -0.72
N (-0.951, 1.595, -1.165)  0.45
C (2.025, 1.208, -1.658)  -0.27
C (3.422, 1.091, -1.883)  -0.46
C (3.854, 0.001, -1.167)  -1.35
C (2.719, -0.522, -0.533)  -0.56
N (1.630, 0.184, -0.823)  0.64
H (3.112, 6.379, -2.911)  0.46
H (2.073, 4.670, -1.454)  0.59
H (1.726, 2.028, -4.788)  0.53
H (2.765, 3.728, -6.255)  0.46
H (-0.612, 4.161, -3.220)  0.54
H (-3.120, 3.747, -2.373)  0.47
H (-3.002, 1.596, -0.747)  0.58
H (4.011, 1.750, -2.493)  0.58
H (4.857, -0.377, -1.093)  0.48
H (2.662, -1.376, 0.122)  0.58
C (-0.321, -2.890, 6.284)  -1.80
C (-0.120, -2.801, 4.799)  -0.45
C (-0.072, -3.953, 4.034)  -0.88
C (0.128, -3.852, 2.664)  -0.16
C (0.205, -5.096, 1.829)  -1.17
C (0.256, -2.602, 2.092)  -0.35
C (0.152, -1.398, 2.820)  1.34
C (-0.009, -1.556, 4.205)  0.15
N (0.225, -0.204, 2.126)  -0.17
C (0.254, 1.075, 2.831)  1.72
C (1.497, 1.191, 3.729)  -1.22
C (1.512, 2.545, 4.438)  0.37
C (1.622, 3.664, 3.407)  -1.60
C (0.426, 3.577, 2.464)  0.67
C (-0.850, 3.808, 3.269)  -1.62
C (-0.979, 2.700, 4.309)  0.38
C (0.228, 2.720, 5.248)  -1.26
C (-1.051, 1.353, 3.598)  -1.51
C (0.387, 2.202, 1.800)  -1.76
H (-0.459, -3.925, 6.584)  0.39
H (-1.202, -2.321, 6.583)  0.35
H (0.539, -2.486, 6.817)  0.34
H (-0.176, -4.922, 4.503)  0.27
H (-0.091, -5.967, 2.411)  0.38
H (1.222, -5.256, 1.471)  0.32
H (-0.455, -5.012, 0.966)  0.00
H (0.477, -2.559, 1.023)  0.01
H (-0.049, -0.709, 4.867)  0.83
H (2.378, 1.094, 3.090)  0.42
H (1.550, 0.385, 4.458)  0.59
H (2.376, 2.583, 5.113)  0.28
H (2.554, 3.568, 2.848)  0.45
H (1.632, 4.636, 3.906)  0.58
H (0.509, 4.347, 1.687)  0.28
H (-1.722, 3.803, 2.611)  0.43
H (-0.811, 4.782, 3.761)  0.56
H (-1.894, 2.849, 4.894)  0.29
H (0.141, 1.911, 5.979)  0.51
H (0.259, 3.663, 5.798)  0.55
H (-1.872, 1.348, 2.873)  0.33
H (-1.271, 0.573, 4.321)  0.50
H (1.292, 2.047, 1.209)  0.28
H (-0.471, 2.165, 1.124)  0.13
C (-1.705, -4.005, -5.399)  -1.24
Ge (-3.214, -4.288, -4.139)  0.49
C (-4.207, -2.603, -3.825)  -1.02
C (-4.389, -5.709, -4.874)  -1.14
C (-2.568, -4.876, -2.331)  -1.02
Se (-1.598, -3.481, -1.343)  -0.08
C (0.198, -3.865, -1.991)  -0.60
H (-2.098, -3.796, -6.390)  0.39
H (-1.083, -4.892, -5.468)  0.37
H (-1.083, -3.165, -5.103)  0.37
H (-4.572, -2.175, -4.752)  0.40
H (-3.563, -1.872, -3.341)  0.20
H (-5.056, -2.782, -3.174)  0.36
H (-4.714, -5.422, -5.870)  0.36
H (-5.267, -5.856, -4.255)  0.35
H (-3.857, -6.652, -4.948)  0.36
H (-1.929, -5.758, -2.360)  0.39
H (-3.433, -5.106, -1.707)  0.43
H (0.168, -3.981, -3.069)  0.34
H (0.573, -4.771, -1.516)  0.32
H (0.835, -3.022, -1.723)  0.00

Atoms 1-2, force components in eV/Å:
Sn 0.350 0.390 0.419
N 0.173 0.274 -0.239


Entry 2:
ORCA calculation (ωB97M-V/def2-TZVPD) on C2H7N5 in the gas phase at a distorted geometry.

Kohn-Sham gap = 9.191 eV
LUMO energy = 1.000 eV
spin multiplicity = 1
SMILES = NN1CC=NN1N
total energy = -354.0208 Eh
HOMO energy = -8.19 eV

Last column: Mulliken charge in e.
Geometry (Å):
C (1.210, 0.824, 1.014)  0.00
C (0.340, 1.279, -0.104)  -0.42
N (0.952, -0.379, 1.380)  -0.61
N (-0.462, 0.133, -0.469)  0.00
N (0.047, -0.896, 0.570)  0.42
N (-0.411, -0.546, -1.643)  -0.51
N (-0.995, -1.546, 1.255)  -0.66
H (2.148, 1.411, 1.240)  0.32
H (-0.261, 2.118, 0.183)  0.23
H (0.955, 1.709, -0.905)  0.25
H (0.563, -0.618, -2.037)  0.23
H (-1.002, -0.177, -2.271)  0.22
H (-1.360, -2.387, 0.635)  0.28
H (-1.724, -0.925, 1.153)  0.27

Atoms 1-2, force components in eV/Å:
C 1.434 0.097 -0.014
C 0.695 0.793 -1.234


Entry 3:
ORCA calculation (ωB97M-V/def2-TZVPD) on 8 unconnected molecules or ions with the total composition C5H27NO8 at a distorted geometry.

Kohn-Sham gap = 8.640 eV
LUMO energy = -0.456 eV
spin multiplicity = 1
SMILES = COC[C@H](C)N.CO.O.O.O.O.O.O
total energy = -863.2915 Eh
HOMO energy = -9.10 eV

Last column: Mulliken charge in e.
Geometry (Å):
C (-0.858, 2.867, -2.461)  -0.22
O (-2.187, 2.841, -2.981)  -0.57
H (-0.290, 2.142, -3.043)  0.25
H (-0.332, 3.819, -2.389)  0.30
H (-0.996, 2.427, -1.474)  -0.09
H (-2.547, 1.958, -2.875)  0.31
C (-2.366, -3.207, -1.271)  -1.55
C (-1.559, -1.985, -0.854)  0.56
C (-0.518, -2.462, 0.150)  -0.36
O (-1.145, -2.882, 1.408)  -0.41
C (-1.346, -1.852, 2.320)  -0.51
N (-1.019, -1.446, -2.032)  -0.65
H (-1.695, -3.897, -1.785)  0.43
H (-3.202, -2.893, -1.895)  0.36
H (-2.743, -3.753, -0.406)  0.35
H (-2.265, -1.249, -0.466)  0.19
H (0.415, -1.909, 0.265)  0.12
H (-0.020, -3.400, -0.094)  0.28
H (-0.402, -1.397, 2.618)  0.14
H (-1.851, -2.380, 3.129)  0.29
H (-2.052, -1.145, 1.885)  0.25
H (-0.069, -1.123, -1.920)  0.21
H (-0.769, -2.255, -2.583)  0.31
O (0.843, 3.149, 2.562)  -0.58
H (0.107, 3.747, 2.689)  0.30
H (1.535, 3.497, 3.124)  0.25
O (3.403, -0.800, -1.018)  -0.65
H (3.610, -0.994, -0.104)  0.32
H (3.408, 0.156, -1.067)  0.35
O (2.941, -0.244, 1.663)  -0.63
H (3.026, -0.547, 2.567)  0.24
H (3.664, 0.373, 1.547)  0.30
O (3.139, 1.874, -1.438)  -0.71
H (2.380, 1.932, -0.858)  0.47
H (3.829, 2.354, -0.980)  0.30
O (-2.190, 1.371, 2.285)  -0.60
H (-1.901, 1.328, 1.374)  0.30
H (-1.502, 1.864, 2.732)  0.29
O (1.122, 1.444, 0.178)  -0.52
H (0.727, 1.903, 0.920)  0.28
H (1.673, 0.771, 0.578)  0.28

Atoms 1-2, force components in eV/Å:
C -0.688 -2.152 0.500
O -0.281 1.465 -0.633


Entry 4:
ORCA calculation (ωB97M-V/def2-TZVPD) on C3H9NO2S in the gas phase at a distorted geometry.

Kohn-Sham gap = 8.691 eV
LUMO energy = 0.437 eV
spin multiplicity = 1
SMILES = C=[S@@](N)(=O)CCO
total energy = -722.9587 Eh
HOMO energy = -8.25 eV

Last column: Mulliken charge in e.
Geometry (Å):
C (-1.273, 0.538, 2.093)  -0.94
C (0.320, 0.129, -1.717)  -0.33
C (0.044, -1.019, -0.799)  -0.80
N (1.263, 0.681, 1.087)  -0.56
O (0.251, -1.609, 1.897)  -0.60
O (-0.820, 0.981, -1.822)  -0.50
S (-0.122, -0.393, 1.239)  0.85
H (-2.174, 0.133, 2.499)  0.31
H (-1.275, 1.372, 1.530)  0.39
H (1.079, 0.854, -1.423)  0.29
H (0.643, -0.144, -2.712)  0.40
H (0.897, -1.796, -0.898)  0.29
H (-0.964, -1.378, -1.052)  0.40
H (1.747, 0.969, 1.926)  0.29
H (1.835, 0.122, 0.486)  0.24
H (-1.451, 0.561, -2.333)  0.29

Atoms 1-2, force components in eV/Å:
C 2.569 -2.930 -0.561
C -0.331 1.759 -0.085


Entry 5:
ORCA calculation (ωB97M-V/def2-TZVPD) on CH5N3O3 in the gas phase at a distorted geometry.

Kohn-Sham gap = 10.368 eV
LUMO energy = 0.732 eV
spin multiplicity = 1
SMILES = CONN[N+](=O)[O-]
total energy = -430.8089 Eh
HOMO energy = -9.64 eV

Last column: Mulliken charge in e.
Geometry (Å):
C (-2.015, 0.084, -0.447)  -0.62
N (1.028, 0.630, 0.442)  -0.42
N (-0.089, -0.696, 0.745)  -0.35
N (2.187, 0.167, -0.043)  1.28
O (2.283, -1.048, -0.178)  -0.70
O (2.991, 1.021, -0.307)  -0.64
O (-0.888, -0.878, -0.298)  -0.11
H (-1.839, 1.153, -0.624)  0.25
H (-2.614, -0.109, 0.384)  0.32
H (-2.624, -0.449, -1.128)  0.30
H (0.849, 1.617, 0.811)  0.25
H (0.732, -1.493, 0.642)  0.42

Atoms 1-2, force components in eV/Å:
C 1.082 -1.633 0.727
N -3.353 -1.965 0.744


> Among the records above, which one has the lowest LUMO energy?

C39H48GeN4SeSn